The following is a quantum chemistry calculation of a 2-piece molecular cluster, C5H13N2 overall in a non-equilibrium geometry, from OMol25.

Geometry (Å):
C 1.579 2.131 -1.652
C 2.018 1.078 -0.628
C 0.912 0.811 0.324
C 0.264 -0.427 0.357
N -0.831 -0.746 1.008
C -1.402 0.246 1.886
N -2.039 -3.564 -0.046
H 1.244 3.096 -1.266
H 0.778 1.691 -2.292
H 2.863 1.419 0.025
H 2.302 0.155 -1.142
H 0.560 1.608 0.977
H 0.740 -1.214 -0.229
H -3.039 -3.407 -0.190
H -2.146 0.806 1.286
H -0.757 0.989 2.354
H -1.957 -0.290 2.688
H -1.803 -4.022 -0.928
H 2.417 2.252 -2.350
H -1.704 -2.611 -0.181

Its net charge is +1. The calculation puts the frontier orbital gap at 0.1944 Ha. As for the LUMO energy: -7.8 eV. As for the multiplicity: 1. Its energy above the lowest of the compared OMol25 structures with the same formula, charge and spin is 466.42 kJ/mol. As for the total energy: -8365.9762 eV.

---

The following is a quantum chemistry calculation of a 2-piece molecular cluster, C3H6BNO2 overall in a non-equilibrium geometry, from OMol25.

Geometry (Å):
B 0.240 0.440 -0.789
C -0.373 -2.061 1.562
C 1.586 1.280 1.004
C -1.841 -0.048 -2.190
N 0.725 -2.240 1.852
O 0.311 0.824 0.468
O -0.743 0.145 -1.457
H 2.315 0.993 0.382
H 1.807 0.613 1.941
H 1.594 2.440 1.289
H -1.743 -1.056 -2.798
H -1.424 -2.030 1.425
H -2.454 0.700 -2.689

Its net charge is 0. The calculation puts the frontier orbital gap (spin up / spin down) at 0.2591 / 0.3044 Ha. As for the LUMO energy (spin up / spin down): 0.1 / 0.1 eV. As for the multiplicity: 1. Its energy above the lowest of the compared OMol25 structures with the same formula, charge and spin is 636.96 kJ/mol. As for the total energy: -9465.3087 eV.

---

net charge of number 1 (C5H13N2)?
+1

---

What is the multiplicity in the first record?
1

---

net charge of number 1 (C5H13N2)?
+1